Entry 1:
Density functional theory data (the ωB97M-V functional and the def2-TZVPD basis) for a molecular structure, C13H4Br5F3N2O2PdS in a non-equilibrium geometry.

Properties
LUMO level	4.165	eV
total charge	-2
Kohn-Sham gap	0.21354	hartree
energy relative to the best compared isomer or geometry (same formula, charge and spin)	0.0	kcal per mole
molecular weight	815.19	g/mol

XYZ file:
```
31
Properties=species:S:1:pos:R:3:forces:R:3:nbo_charge:R:1
Pd 0.736 -0.958 0.272 0.13 0.16 1.03 0.838
Br 3.643 5.321 -0.900 -0.01 -0.01 0.00 0.019
C 3.352 3.450 -0.752 0.05 0.00 -0.01 -0.174
C 4.379 2.556 -0.981 -0.02 0.02 0.01 -0.172
Br 6.115 3.171 -1.449 -0.02 -0.01 0.00 0.019
C 4.133 1.177 -0.853 0.00 0.03 -0.01 -0.238
Br 5.492 -0.108 -1.167 0.01 -0.02 0.00 0.024
C 2.887 0.670 -0.490 0.02 -0.09 0.00 0.342
O 2.666 -0.606 -0.351 -0.24 -0.01 -0.35 -0.755
C 1.806 1.601 -0.261 0.02 0.16 -0.11 0.271
O 0.633 1.141 0.037 -0.04 -0.19 0.15 -0.787
C 2.082 2.964 -0.398 -0.02 -0.09 -0.01 -0.205
Br 0.615 4.129 -0.100 -0.03 0.03 0.01 0.015
Br -2.477 -3.168 -2.095 -0.01 0.00 0.02 0.008
C -2.971 -1.678 -1.001 0.03 0.02 0.10 0.179
C -4.217 -1.695 -0.388 -0.04 -0.04 0.02 -0.300
C -4.558 -0.583 0.361 0.04 -0.01 -0.02 -0.161
C -3.663 0.472 0.451 -0.01 0.00 0.05 -0.255
C -2.436 0.358 -0.178 0.12 -0.02 0.06 0.065
N -2.093 -0.719 -0.892 -0.18 0.08 -0.38 -0.436
H -4.871 -2.549 -0.485 0.00 0.00 -0.01 0.218
H -5.507 -0.550 0.883 0.00 0.00 0.00 0.206
H -3.889 1.351 1.040 0.01 0.00 0.01 0.216
H -1.669 1.120 -0.091 0.02 0.00 -0.01 0.248
F 1.454 -3.370 -0.904 0.03 -0.02 -0.01 -0.374
C 1.021 -2.894 0.305 -0.10 0.12 -0.01 0.783
F -0.090 -3.637 0.585 0.03 -0.05 -0.02 -0.371
F 1.959 -3.313 1.200 0.02 -0.05 0.04 -0.371
S -2.361 -1.338 4.075 -0.15 0.01 0.24 -0.411
C -1.404 -1.205 2.749 0.07 0.01 -0.42 0.169
N -0.767 -1.109 1.781 0.27 -0.05 -0.38 -0.611
```
Positions in Å, forces in eV/Å.

Entry 2:
Density functional theory data (the ωB97M-V functional and the def2-TZVPD basis) for a molecular structure, C13H52F2InNO17S2 in a non-equilibrium geometry.

Properties
LUMO level	-10.510	eV
total charge	+2
Kohn-Sham gap	0.12950	hartree
energy relative to the best compared isomer or geometry (same formula, charge and spin)	451.6	kcal per mole
molecular weight	711.50	g/mol

XYZ file:
```
88
Properties=species:S:1:pos:R:3:forces:R:3:mulliken_charge:R:1
In 0.039 -2.463 -1.080 -1.51 -0.21 -3.16 1.130
N 0.037 -0.832 -0.023 0.27 5.59 0.03 1.405
S 0.479 -0.418 1.430 3.55 -2.19 6.44 0.931
O -0.484 -0.248 2.468 0.09 2.20 -3.91 -0.733
O 1.767 0.243 1.580 -6.89 -4.80 -9.17 -0.712
F 0.944 -1.915 1.741 -1.08 3.22 -3.61 -0.074
S -0.099 0.808 -0.414 -3.08 2.26 -4.15 -0.528
O 1.026 1.476 -1.033 -6.32 -4.82 6.05 -1.073
O -1.070 1.566 0.354 3.62 -4.44 0.66 -0.190
F -0.945 0.550 -1.774 1.02 -0.55 7.67 -0.585
C 3.091 -0.439 3.057 1.14 1.16 1.51 -1.206
O 2.791 0.943 3.050 4.70 -0.77 5.60 -0.817
H 3.678 -0.613 2.155 0.12 -0.97 0.05 0.302
H 3.659 -0.718 3.944 0.26 0.26 0.00 0.473
H 2.178 -1.033 3.110 0.88 0.71 0.30 0.062
H 2.110 1.084 2.388 1.00 1.34 2.13 0.947
C -0.003 -1.436 4.342 1.73 -0.90 0.68 -0.369
O -0.908 -2.525 4.446 -0.36 0.13 0.23 -0.555
H 0.483 -1.493 3.368 -0.50 -0.25 2.04 -0.233
H -0.466 -0.454 4.439 -0.08 -0.66 0.66 0.426
H 0.843 -1.576 5.016 -0.23 0.30 0.80 0.439
H -0.344 -3.302 4.452 -0.38 -0.20 0.70 0.425
C -1.039 1.313 -3.556 -2.92 1.62 -3.53 -0.542
O 0.025 0.424 -3.823 -4.52 3.28 -2.50 -0.613
H -1.358 1.813 -4.470 0.08 0.05 -0.23 0.286
H -1.846 0.682 -3.183 -0.79 0.87 -1.41 0.297
H -0.823 2.067 -2.798 -0.65 -0.22 -0.95 -0.038
H 0.802 0.977 -3.714 -0.52 -1.13 -1.23 0.226
C -1.666 -1.809 -3.755 -0.86 0.17 0.90 -1.161
O -0.763 -1.243 -2.822 -3.48 -7.24 1.93 -0.141
H -1.422 -1.586 -4.794 0.33 -0.33 0.08 0.348
H -1.778 -2.865 -3.509 -0.04 -0.13 -0.74 0.324
H -2.607 -1.316 -3.510 -0.50 -0.29 -0.57 0.317
H -0.456 -0.416 -3.202 2.01 0.65 -0.72 0.450
C 1.313 2.477 -3.180 0.85 3.51 -0.90 0.099
O 1.802 1.519 -4.131 4.06 4.53 -1.04 -0.437
H 1.997 3.317 -3.058 0.21 -0.26 -0.07 0.753
H 0.345 2.907 -3.437 0.84 0.35 -0.86 0.517
H 1.140 1.992 -2.219 0.41 1.02 -3.21 -0.102
H 2.375 1.957 -4.765 0.10 0.09 -0.32 0.473
C -2.509 3.001 -0.359 -1.37 0.18 -1.14 -0.032
O -3.724 3.341 -1.012 0.57 0.41 0.13 -0.571
H -1.668 3.694 -0.363 -0.40 1.05 -0.01 0.380
H -2.758 2.746 0.671 -0.02 0.19 -0.27 0.310
H -2.055 2.166 -0.894 -1.44 0.41 -0.31 -0.361
H -3.584 3.157 -1.943 -0.28 0.28 -0.14 0.375
C -3.153 0.430 2.246 0.75 0.53 1.01 0.656
O -4.470 -0.027 2.161 -0.31 -0.24 -0.63 -0.560
H -2.402 -0.314 2.512 -0.81 -0.23 -0.35 -0.158
H -2.834 0.930 1.331 -0.63 -0.38 0.21 -0.704
H -2.990 1.171 3.029 -0.40 0.35 0.23 0.519
H -4.691 -0.600 2.899 0.06 0.13 0.21 0.376
C 0.780 3.241 1.359 -0.15 1.70 -0.74 -0.300
O 1.519 2.305 2.079 -1.87 4.02 -0.36 -0.579
H 0.142 2.784 0.602 1.08 1.08 1.00 -0.182
H 0.133 3.844 1.996 -0.05 0.04 0.14 0.366
H 1.484 3.902 0.854 -0.19 0.36 -0.14 0.478
H 2.239 2.785 2.495 0.10 0.05 0.50 0.308
C 2.250 -3.361 2.448 2.04 -1.61 1.43 -0.120
O 0.959 -3.886 2.252 0.69 -2.95 0.30 -0.560
H 2.137 -2.419 2.985 1.27 -1.39 -0.03 0.209
H 2.875 -4.053 3.012 -0.11 -0.16 0.26 0.415
H 2.783 -3.287 1.501 -0.29 0.42 -0.10 0.185
H 0.583 -3.958 3.132 0.14 -0.75 -0.04 0.492
C 1.830 -0.535 -3.028 3.22 -0.72 0.63 0.616
O 1.271 -1.868 -2.929 2.26 -1.44 0.82 -0.326
H 2.884 -0.509 -2.750 0.21 -0.60 0.29 0.763
H 1.839 -0.240 -4.077 -0.08 -1.25 0.64 0.542
H 1.366 0.197 -2.366 0.37 -1.55 -0.39 -1.720
H 1.837 -2.372 -3.518 0.38 -0.79 -0.01 0.311
C 2.956 2.049 -0.777 2.74 1.94 0.74 0.270
O 4.187 2.590 -1.212 -0.05 -0.29 -0.45 -0.634
H 2.102 2.558 -1.224 3.28 1.43 0.35 -0.102
H 2.807 0.986 -0.966 1.31 0.02 -0.05 0.076
H 2.878 2.258 0.290 -0.25 -0.54 0.03 0.175
H 4.860 2.367 -0.564 0.18 0.09 -0.03 0.414
C -1.424 -2.917 1.840 -1.04 -0.91 3.05 -0.285
O -1.389 -2.948 0.437 1.46 -1.92 0.42 -0.418
H -1.927 -3.809 2.212 -0.17 -0.11 -0.18 0.548
H -0.449 -2.959 2.324 -1.45 0.44 -1.22 -1.037
H -1.998 -2.057 2.185 0.10 -0.05 -0.36 0.425
H -2.250 -3.229 0.120 0.16 -0.10 -0.13 0.443
C -2.910 -0.802 -0.479 0.31 1.95 0.26 -0.538
O -2.313 -1.854 -1.180 -2.07 -1.56 -1.66 -0.805
H -2.064 -0.365 0.051 -1.32 -0.24 0.32 0.233
H -3.221 -0.069 -1.224 -0.37 0.18 0.21 0.245
H -3.743 -1.032 0.185 0.15 -0.37 0.02 0.848
H -3.019 -2.451 -1.436 -0.25 -0.07 -0.65 0.493
```
Positions in Å, forces in eV/Å.